9
Properties=species:S:1:pos:R:3:forces:R:3:mulliken_charge:R:1 method="wB97M-V/def2-TZVPD" homo_energy_ev=-3.95 total_energy_ev=-7725.31202 gap_ev=8.48 e_above_lowest_ev=0.3002 total_charge=-1
N 0.2952 -1.0640 0.7310 -0.4013 -0.0825 -0.2523 -0.687
C -0.4928 -0.1363 -0.1218 -0.1529 -0.2212 0.5952 -0.205
C 0.4143 0.8625 -0.8700 0.3100 0.0908 1.3171 0.438
O 0.2354 1.0203 -2.0775 -0.1608 0.1269 -0.9361 -0.720
O 1.2227 1.4426 -0.0925 0.0327 -0.0980 -0.2692 -0.755
H -0.3511 -1.4073 1.4331 0.1010 -0.2117 0.0954 0.206
H 0.9412 -0.4717 1.2352 0.3078 0.2272 -0.0558 0.273
H -1.1264 0.4533 0.5592 -0.1774 0.2124 -0.3929 0.162
H -1.1385 -0.6993 -0.7966 0.1410 -0.0439 -0.1014 0.288

***

115
Properties=species:S:1:pos:R:3:forces:R:3:mulliken_charge:R:1 method="wB97M-V/def2-TZVPD" homo_energy_ev=-5.83 total_energy_ev=-129293.32198 gap_ev=5.65 e_above_lowest_ev=2.2875
Cd -0.0972 -1.7429 -1.2418 -0.4421 0.1309 -0.3785 0.753
N 0.0356 -1.8481 2.0788 0.0948 0.0297 -0.1279 -0.044
P -1.5089 -2.0151 1.1170 -0.2514 0.1940 0.3497 -0.759
C -2.2075 -3.4532 1.9795 -0.0083 0.0013 -0.0827 1.400
C -2.7276 -4.4681 1.1821 0.0898 -0.0301 0.0738 -0.659
C -3.3107 -5.5770 1.7753 -0.0124 -0.0345 -0.0029 -0.766
C -3.3614 -5.6867 3.1559 -0.0299 -0.0404 -0.0405 -0.630
C -2.8342 -4.6814 3.9520 0.0163 0.0371 0.0517 -0.983
C -2.2682 -3.5612 3.3664 0.0028 0.0344 0.0625 -0.149
C -2.6908 -0.7169 1.6102 0.1659 -0.0946 0.0551 1.869
C -2.9775 -0.2253 2.8826 0.0444 -0.0410 0.0507 -0.208
C -4.0804 0.5839 3.0856 0.0243 -0.0291 0.0252 -0.868
C -4.9271 0.8912 2.0291 -0.0137 -0.0340 -0.0237 -0.735
C -4.6527 0.4085 0.7620 -0.1070 -0.0181 -0.0064 -0.413
C -3.5322 -0.3796 0.5543 -0.0511 -0.0500 -0.1111 -0.570
P 1.5302 -1.3707 1.1400 -0.0389 -0.0055 -0.0189 0.327
C 2.6636 -2.2780 2.3397 0.0623 -0.0059 -0.0401 1.111
C 3.8352 -2.9260 1.6875 0.1215 -0.1312 0.0040 -1.326
C 4.4631 -3.9155 2.3267 -0.0161 0.1442 -0.1819 -0.467
C 3.9856 -4.4118 3.6154 -0.1136 -0.0113 0.1221 -0.796
C 2.8065 -4.0456 4.1189 0.0705 -0.0434 -0.0166 -1.620
C 1.8750 -3.1328 3.3782 -0.0687 -0.0991 0.0047 0.302
C 1.4514 0.4065 1.8034 0.0743 -0.0002 -0.0664 2.104
C 1.1619 1.4301 0.6489 -0.0241 -0.0257 -0.0677 -0.179
C 1.1618 2.8559 1.1018 0.0235 0.0261 -0.0939 -0.725
C 0.7337 3.3592 2.2929 0.1126 0.0373 -0.0113 -0.372
C 0.1461 2.7500 3.4238 -0.0280 0.0683 0.0812 -1.759
C -0.0159 1.3827 3.6472 0.0377 -0.1653 -0.0311 -0.421
H 0.1957 -2.8552 2.1837 0.0074 -0.0982 -0.0695 -0.195
H -2.6205 -4.4095 0.1082 0.0032 0.0168 -0.0994 0.476
H -3.7000 -6.3703 1.1527 -0.0198 -0.0232 -0.0196 0.445
H -3.8058 -6.5600 3.6141 -0.0055 -0.0240 0.0088 0.401
H -2.8679 -4.7653 5.0298 -0.0050 -0.0029 0.0329 0.476
H -1.8788 -2.7777 4.0058 -0.0335 -0.0345 -0.0333 0.272
H -2.3488 -0.4691 3.7269 -0.0355 0.0232 -0.0428 0.029
H -4.2868 0.9685 4.0748 -0.0021 0.0138 0.0428 0.479
H -5.7955 1.5144 2.1959 -0.0182 0.0236 0.0001 0.418
H -5.2986 0.6547 -0.0693 -0.0132 0.0069 -0.0127 0.450
H -3.3133 -0.7484 -0.4447 -0.0231 0.0214 0.0483 0.182
H 4.1617 -2.5924 0.7105 0.0169 -0.0112 -0.0212 0.482
H 5.3279 -4.3910 1.8846 0.0188 0.0031 -0.0307 0.460
H 4.5972 -5.1305 4.1449 0.0046 -0.0144 0.0284 0.431
H 2.4379 -4.4830 5.0390 -0.0082 -0.0174 0.0435 0.451
H 1.0530 -3.7852 3.0549 0.0407 -0.0010 0.0150 0.589
H 2.0157 1.3125 -0.0416 -0.0731 0.0165 0.0488 0.998
H 1.6268 3.5545 0.4119 -0.0215 -0.0888 0.0593 0.470
H 0.8486 4.4377 2.3774 -0.0030 0.0236 0.0062 0.238
H -0.2220 3.4152 4.1933 -0.0089 0.0213 0.0236 0.282
H -0.5858 1.1246 4.5392 -0.0028 -0.0018 0.0293 0.374
O 1.3343 -3.3924 -1.5550 0.1976 0.0715 -0.2491 -0.734
S 0.3288 -4.3370 -0.9283 0.1841 -0.1822 0.1837 1.276
O 0.5737 -5.7135 -1.2372 -0.1013 -0.0624 -0.0953 -0.725
O -1.0040 -3.8201 -1.4581 0.1946 -0.1530 0.1507 -0.765
O 0.3784 -4.0469 0.5366 -0.2211 -0.0043 0.1596 -0.350
C 0.6134 5.9873 -0.4461 -0.0480 -0.0380 -0.0839 -0.384
S 1.9447 5.5375 -1.5777 0.0695 0.1388 -0.0451 -0.155
C 0.9715 4.9319 -2.9815 -0.0243 0.0995 0.0768 -1.137
C 0.1895 3.6642 -2.6818 -0.0070 -0.0584 -0.0010 0.393
C 1.1211 2.4990 -2.3909 0.1141 -0.0251 0.0743 -0.924
N 0.4510 1.2283 -2.0666 -0.1490 -0.0549 -0.1278 0.561
P -0.1944 0.8881 -0.5114 0.0691 0.0926 0.0781 -0.195
C -1.6424 1.9693 -0.3505 0.0652 0.0694 -0.0073 1.331
C -2.4784 2.1543 -1.4513 0.0794 -0.0406 -0.0724 -0.588
C -3.6084 2.9471 -1.3502 0.0027 -0.0019 -0.0640 -0.598
C -3.9176 3.5612 -0.1452 0.0023 0.0589 0.0412 -1.125
C -3.1089 3.3510 0.9603 -0.0055 0.0453 -0.0285 -0.648
C -1.9816 2.5482 0.8674 0.0274 0.0069 -0.0468 -0.523
C 0.4446 0.3141 2.9197 -0.1659 0.1085 0.0976 0.717
C 2.7948 0.8090 2.3499 0.1151 -0.1162 0.1100 -1.035
C 3.4233 0.0467 3.2303 -0.0329 0.1433 -0.0868 -1.906
C 2.9307 -1.3138 3.5468 0.0654 -0.0865 0.0185 -0.046
C 1.5328 -1.7748 4.0581 -0.0386 0.0123 0.1437 -0.385
C 0.2892 -1.0968 3.3756 -0.2668 0.0447 0.1562 -1.320
P 0.3292 -0.0370 -3.1926 0.3187 0.1476 0.1184 -0.072
C -0.4010 0.6673 -4.6997 -0.0044 -0.0374 0.0848 0.499
C 0.3371 1.4335 -5.6020 0.0157 -0.0181 0.0641 -0.380
C -0.2919 2.0344 -6.6793 0.0187 0.0217 -0.0040 -0.786
C -1.6574 1.8703 -6.8668 -0.0184 -0.0021 -0.0066 -0.539
C -2.3944 1.0965 -5.9838 -0.0434 0.0091 -0.0464 -0.701
C -1.7670 0.4940 -4.9055 0.0014 -0.0368 0.0675 -0.274
C 2.0369 -0.4360 -3.6622 -0.0046 0.0707 0.0159 1.021
C 3.0716 -0.2312 -2.7522 -0.0763 0.0154 -0.0209 -0.067
C 4.3484 -0.6880 -3.0333 0.0379 -0.0083 -0.0035 -0.700
C 4.5977 -1.3647 -4.2175 0.0281 -0.0009 0.0185 -0.579
C 3.5688 -1.5832 -5.1210 0.0415 -0.0215 -0.0321 -0.711
C 2.2934 -1.1227 -4.8463 -0.0777 0.0123 0.0193 -0.797
H 1.0746 6.4892 0.4013 0.0326 0.0130 0.0288 0.364
H 0.0790 5.1113 -0.0797 -0.0057 0.0216 0.0168 -0.202
H -0.0776 6.6766 -0.9291 -0.0193 0.0364 -0.0093 0.349
H 1.6892 4.7700 -3.7883 0.0286 -0.0055 -0.0097 0.432
H 0.2947 5.7251 -3.3046 0.0221 0.0103 0.0016 0.513
H -0.4611 3.4328 -3.5285 -0.0304 -0.0630 -0.0456 0.027
H -0.4571 3.8343 -1.8219 -0.0502 -0.0085 0.0026 -0.210
H 1.7643 2.7732 -1.5516 0.0237 -0.0171 -0.1040 0.529
H 1.7889 2.3239 -3.2408 -0.0480 0.0074 -0.0035 0.717
H -2.2297 1.7060 -2.4061 0.0222 -0.0121 -0.0208 -0.066
H -4.2400 3.0943 -2.2163 -0.0203 0.0074 -0.0304 0.476
H -4.7922 4.1942 -0.0679 -0.0201 0.0114 0.0018 0.384
H -3.3486 3.8142 1.9081 -0.0107 0.0067 0.0401 0.506
H -1.3720 2.3949 1.7447 -0.0133 -0.0250 0.0692 -0.024
H 3.1741 1.7770 2.0481 0.0366 0.0816 -0.0143 0.601
H 4.3611 0.3617 3.6678 0.0393 0.0305 0.0037 0.384
H 3.6579 -1.8059 4.1935 -0.0213 -0.0054 -0.0365 0.810
H 1.3884 -1.7578 5.1392 -0.0016 0.0080 -0.0046 0.654
H -0.5653 -1.2217 4.0452 0.1113 -0.0034 -0.0910 1.143
H 1.4037 1.5561 -5.4633 0.0273 -0.0131 -0.0025 0.381
H 0.2835 2.6299 -7.3752 0.0125 0.0100 -0.0111 0.437
H -2.1452 2.3393 -7.7098 -0.0203 0.0164 -0.0321 0.404
H -3.4548 0.9547 -6.1392 -0.0351 -0.0032 -0.0075 0.446
H -2.3389 -0.1203 -4.2195 -0.0110 -0.0139 0.0062 0.483
H 2.8784 0.2833 -1.8176 0.0036 0.0079 -0.0149 0.463
H 5.1467 -0.5221 -2.3227 0.0186 0.0035 0.0161 0.452
H 5.5920 -1.7316 -4.4324 0.0224 -0.0032 -0.0019 0.395
H 3.7577 -2.1229 -6.0386 0.0077 -0.0148 -0.0248 0.415
H 1.4929 -1.3110 -5.5511 -0.0183 -0.0006 -0.0166 0.467

***

46
Properties=species:S:1:pos:R:3:forces:R:3:mulliken_charge:R:1 method="wB97M-V/def2-TZVPD" homo_energy_ev=-13.72 total_energy_ev=-31205.61158 gap_ev=10.92 e_above_lowest_ev=5.9281 total_charge=+1
O -0.7467 0.2958 2.7972 -0.2747 3.3127 -1.0426 -0.718
H -1.8366 1.4608 -2.3564 0.5058 -0.3519 -0.3665 0.220
H -0.9696 1.2895 2.4585 1.0063 -2.9887 0.7385 0.432
O -3.9562 -0.7646 -0.7316 -1.7207 1.6751 2.1779 -0.650
H -3.0529 -0.6748 -0.9511 1.5308 0.0348 -0.6925 0.365
H -4.0780 -0.0052 -0.0655 0.1067 -1.7175 -1.5237 0.328
O -1.4816 0.5906 -2.1494 -0.6404 0.1496 -4.8002 -0.644
H -0.3894 -0.5750 -3.4819 -2.1458 0.6358 -0.4770 0.308
H 3.9242 -2.4692 -0.0272 3.0392 -1.3570 -4.0715 0.281
O -2.0380 2.6057 2.4369 -2.9708 0.9754 -1.4669 -0.599
H 2.6937 2.6736 -1.4506 0.0766 -0.0055 -0.9716 0.291
H -3.0000 2.8208 2.1629 2.3695 -0.6165 -0.3419 0.306
O -0.2718 -2.1943 -1.2503 2.2847 2.9418 1.5230 -0.391
H -0.3603 -1.1724 -0.9575 -1.2904 -1.6451 0.6673 0.426
H 0.6610 -1.7616 -1.5731 -0.1395 -2.0923 -0.4250 0.582
O 0.4359 -0.9862 -3.3993 2.9262 -2.3365 -0.6123 -0.612
H 0.3683 0.5618 0.3791 -1.7359 -1.0400 -0.6094 0.314
H -1.3874 0.5661 -1.2597 0.5645 0.1965 4.5692 0.396
O -0.4590 -0.0193 0.2472 2.6173 2.0338 -2.2262 -0.719
H -0.5048 5.1372 -0.1801 -3.3851 1.2775 -0.7630 0.268
H 2.1717 3.8870 -0.7532 -1.8180 3.4890 -0.6314 0.271
O 4.0418 0.8717 0.3688 -0.9767 -0.6924 -1.6618 -0.568
H -0.0520 -2.6975 -0.3675 -0.4532 -0.0801 -1.6390 0.464
H 3.5590 0.9963 -0.5065 1.3005 0.2478 2.1134 0.252
O 2.5594 3.0842 -0.6111 1.4878 -3.2737 1.4638 -0.574
H 0.5102 -1.8533 -3.9046 -0.6098 1.9544 0.7956 0.324
H 0.3332 -3.6319 1.4044 -0.3700 -1.5296 -2.1423 0.488
O -2.8258 2.3240 -0.5115 -0.3509 2.4668 4.6752 -0.422
H 3.0783 -3.2468 1.0561 -1.1414 -3.7977 0.5507 0.278
O -0.6133 -3.0620 2.5699 -1.1094 0.6550 -4.7019 -0.602
H -1.3196 -3.6691 2.3022 0.0856 0.2376 0.7232 0.338
H -0.3951 -3.1216 3.4320 0.7548 -0.5140 4.6500 0.260
O 0.1019 4.5521 0.1306 5.0099 0.3728 0.0389 -0.596
H 4.4291 1.7139 0.6244 -0.2572 0.2039 -0.3312 0.298
H 0.0838 3.7100 0.5016 -1.5753 -1.5863 0.6644 0.326
O 0.2577 -4.1428 0.4814 3.4476 8.7355 0.3327 -0.730
H -0.4758 -0.4407 1.0773 -0.6776 -0.9435 2.5439 0.307
H -0.0397 -4.9251 0.6703 -2.7037 -7.1743 1.4204 0.210
O 3.4512 -2.5051 0.7182 -1.4707 4.8763 3.5889 -0.603
H -1.6148 0.1916 3.1687 -0.6389 -0.8894 0.5786 0.255
H 2.7511 -1.4309 -0.5174 -1.1610 0.2171 -2.5829 0.499
O 2.4065 -1.4632 -1.5157 0.4128 3.6166 0.9309 -0.735
H 2.4658 -0.4840 -1.9550 -0.1394 -3.6771 1.6627 0.324
H -2.2306 2.6285 3.3554 0.5236 0.1014 1.9480 0.301
H -2.9008 2.1413 -1.3759 -0.7638 -1.4248 -4.7122 0.191
H -3.2841 3.1940 -0.4908 0.4703 -0.6733 0.4357 0.260